1.
{
  "formula": "C22H40BCl18F16N3O8PtS4",
  "method": "ωB97M-V with the def2-TZVPD basis set",
  "symbols": ["N", "H", "H", "H", "H", "Pt", "C", "F", "F", "F", "S", "O", "O", "N", "S", "O", "O", "C", "F", "F", "F", "C", "F", "F", "F", "S", "O", "O", "N", "S", "O", "O", "C", "F", "F", "F", "B", "F", "F", "F", "F", "Cl", "C", "C", "Cl", "H", "H", "H", "H", "Cl", "C", "C", "Cl", "H", "H", "H", "H", "Cl", "C", "C", "Cl", "H", "H", "H", "H", "Cl", "C", "C", "Cl", "H", "H", "H", "H", "Cl", "C", "C", "Cl", "H", "H", "H", "H", "Cl", "C", "C", "Cl", "H", "H", "H", "H", "Cl", "C", "C", "Cl", "H", "H", "H", "H", "Cl", "C", "C", "Cl", "H", "H", "H", "H", "Cl", "C", "C", "Cl", "H", "H", "H", "H"],
  "coordinates": [[1.589, -2.301, 1.464], [1.628, -2.909, 0.659], [1.061, -2.678, 2.239], [1.120, -1.444, 1.210], [2.526, -1.998, 1.685], [-1.414, -0.325, -2.195], [-2.065, -4.204, -4.364], [-3.194, -3.619, -4.821], [-2.150, -5.549, -4.274], [-1.044, -3.914, -5.208], [-1.610, -3.537, -2.569], [-2.784, -3.000, -1.932], [-1.012, -4.668, -1.889], [-0.576, -2.086, -2.959], [0.815, -2.778, -2.761], [1.385, -2.640, -1.411], [1.075, -4.105, -3.413], [1.961, -1.600, -3.883], [3.196, -2.087, -4.006], [1.441, -1.619, -5.187], [1.970, -0.290, -3.430], [-4.020, 1.685, -4.913], [-3.537, 2.729, -4.212], [-5.289, 1.907, -5.281], [-3.240, 1.590, -5.985], [-3.995, -0.013, -3.886], [-5.290, -0.653, -3.909], [-2.919, -0.794, -4.465], [-3.336, 0.367, -2.332], [-4.332, 1.203, -1.530], [-3.626, 2.302, -0.805], [-5.609, 1.553, -2.178], [-4.858, 0.012, -0.053], [-5.800, -0.796, -0.464], [-3.772, -0.631, 0.411], [-5.385, 0.790, 0.952], [-0.197, -0.157, -0.041], [0.559, 0.095, 1.060], [0.462, -0.117, -1.230], [-0.813, -1.343, 0.087], [-1.118, 0.761, -0.247], [-3.269, -1.372, 7.482], [-2.626, -0.581, 5.969], [-1.578, 0.483, 6.347], [-2.427, 1.708, 7.389], [-3.449, -0.117, 5.425], [-2.123, -1.328, 5.356], [-1.192, 1.048, 5.498], [-0.780, -0.034, 6.879], [3.557, -0.183, 3.072], [3.015, 1.509, 3.053], [3.041, 2.224, 4.388], [2.278, 1.215, 5.677], [1.979, 1.432, 2.723], [3.610, 1.933, 2.244], [2.515, 3.178, 4.365], [4.083, 2.426, 4.636], [0.684, -1.896, 4.301], [1.145, -3.153, 5.425], [2.692, -3.284, 5.609], [3.621, -3.574, 4.043], [0.686, -4.105, 5.158], [0.709, -2.928, 6.398], [2.906, -4.158, 6.223], [2.955, -2.300, 5.998], [-3.174, 1.505, 3.092], [-2.143, 2.738, 2.370], [-0.853, 2.866, 3.163], [0.318, 3.953, 2.244], [-2.769, 3.630, 2.341], [-1.936, 2.480, 1.331], [-0.414, 1.868, 3.170], [-0.836, 3.250, 4.183], [-0.607, 1.327, -4.128], [0.009, 2.207, -5.552], [1.041, 3.249, -5.066], [2.611, 2.496, -4.858], [-0.873, 2.653, -6.011], [0.548, 1.458, -6.133], [0.727, 3.628, -4.093], [1.091, 4.108, -5.735], [5.549, -3.963, -2.232], [5.880, -2.230, -1.891], [6.041, -1.998, -0.392], [4.606, -2.465, 0.500], [5.115, -1.605, -2.351], [6.798, -1.956, -2.411], [6.152, -0.928, -0.214], [6.943, -2.553, -0.134], [3.710, 0.905, -0.470], [3.878, 2.466, -1.352], [4.408, 3.684, -0.572], [5.928, 3.344, 0.140], [2.852, 2.741, -1.594], [4.446, 2.158, -2.229], [3.658, 3.973, 0.165], [4.658, 4.506, -1.243], [-0.137, 3.497, -1.644], [-1.544, 4.553, -1.619], [-1.390, 5.858, -2.300], [-1.037, 5.661, -4.030], [-1.872, 4.716, -0.592], [-2.321, 4.078, -2.217], [-0.534, 6.359, -1.847], [-2.285, 6.469, -2.181], [-0.722, -4.497, 2.310], [-2.499, -4.670, 2.091], [-3.115, -3.419, 1.492], [-3.870, -2.398, 2.762], [-3.003, -4.947, 3.016], [-2.533, -5.465, 1.346], [-3.943, -3.735, 0.858], [-2.388, -2.837, 0.925]],
  "lowdin_spin": [0.000, 0.000, 0.000, 0.000, 0.000, 1.467, 0.001, 0.000, 0.001, 0.000, 0.007, 0.007, 0.001, 0.101, 0.013, 0.005, 0.026, 0.000, 0.000, 0.000, 0.001, -0.002, 0.000, 0.000, 0.000, 0.005, 0.013, 0.031, 0.084, 0.014, 0.005, 0.015, 0.001, 0.000, 0.002, 0.000, 0.009, 0.002, 0.067, 0.015, 0.065, 0.000, 0.000, 0.000, 0.000, 0.000, 0.000, 0.000, 0.000, 0.000, 0.000, 0.000, 0.000, 0.000, 0.000, 0.000, 0.000, 0.000, 0.000, 0.000, 0.000, 0.000, 0.000, 0.000, 0.000, 0.000, 0.000, 0.000, 0.000, 0.000, 0.000, 0.000, 0.000, 0.028, 0.011, 0.002, 0.000, 0.000, 0.000, 0.000, 0.001, 0.000, 0.000, 0.000, 0.000, 0.000, 0.000, 0.000, 0.000, 0.000, 0.000, 0.000, 0.000, 0.000, 0.000, 0.000, 0.000, 0.000, 0.000, 0.000, 0.000, 0.000, 0.000, 0.000, 0.000, 0.000, 0.000, 0.000, 0.000, 0.000, 0.000, 0.000, 0.000],
  "e_lumo_ev": [0.1, -2.8],
  "s_squared": 2.004,
  "multiplicity": 3,
  "total_energy_ev": -360460.936
}

=====

2.
{
  "formula": "C4H10NO2S",
  "method": "ωB97M-V with the def2-TZVPD basis set",
  "symbols": ["C", "N", "S", "O", "O", "C", "C", "C", "H", "H", "H", "H", "H", "H", "H", "H", "H", "H"],
  "coordinates": [[-1.319, 1.735, 0.757], [-1.856, 0.370, 0.799], [-0.925, -0.654, -0.186], [-1.351, -1.999, 0.160], [-1.613, 0.187, -1.762], [0.751, -0.301, 0.109], [1.208, 0.338, -1.239], [1.518, -1.495, 0.452], [-1.552, 2.017, -0.254], [-1.617, 2.336, 1.661], [-0.289, 1.602, 0.674], [-1.876, -0.023, 1.832], [2.155, 0.936, -1.200], [1.357, -0.337, -2.134], [0.260, 0.842, -1.393], [1.149, -2.039, 1.338], [1.423, -2.110, -0.404], [2.578, -1.405, 0.788]],
  "nbo_charge": [-0.473, -0.837, 1.999, -0.960, -0.971, -0.623, -0.669, -0.633, 0.236, 0.181, 0.216, 0.358, 0.176, 0.161, 0.265, 0.198, 0.183, 0.193],
  "smiles": "CN[S@@](=O)([O-])=C(C)C",
  "e_lumo_ev": [3.8, 3.8],
  "total_charge": -1,
  "multiplicity": 1,
  "total_energy_ev": -20726.088
}

=====

3.
{
  "formula": "C48H56F14N15O28S14",
  "method": "ωB97M-V with the def2-TZVPD basis set",
  "symbols": ["C", "N", "C", "C", "C", "C", "C", "C", "C", "C", "N", "C", "C", "C", "H", "H", "H", "H", "H", "H", "H", "H", "H", "H", "H", "H", "H", "H", "C", "N", "C", "C", "C", "C", "C", "C", "C", "C", "N", "C", "C", "C", "H", "H", "H", "H", "H", "H", "H", "H", "H", "H", "H", "H", "H", "H", "C", "N", "C", "C", "C", "C", "C", "C", "C", "C", "N", "C", "C", "C", "H", "H", "H", "H", "H", "H", "H", "H", "H", "H", "H", "H", "H", "H", "C", "N", "C", "C", "C", "C", "C", "C", "C", "C", "N", "C", "C", "C", "H", "H", "H", "H", "H", "H", "H", "H", "H", "H", "H", "H", "H", "H", "N", "S", "O", "O", "F", "S", "O", "O", "F", "N", "S", "O", "O", "F", "S", "O", "O", "F", "N", "S", "O", "O", "F", "S", "O", "O", "F", "N", "S", "O", "O", "F", "S", "O", "O", "F", "N", "S", "O", "O", "F", "S", "O", "O", "F", "N", "S", "O", "O", "F", "S", "O", "O", "F", "N", "S", "O", "O", "F", "S", "O", "O", "F"],
  "coordinates": [[15.864, -4.808, 11.497], [14.838, -4.331, 10.577], [13.698, -3.785, 11.130], [12.786, -3.135, 10.344], [12.954, -3.099, 8.930], [14.127, -3.665, 8.341], [15.083, -4.309, 9.233], [11.923, -2.452, 8.041], [11.412, -1.217, 8.469], [10.558, -0.437, 7.636], [10.179, -0.966, 6.468], [10.519, -2.213, 6.096], [11.581, -2.914, 6.788], [9.197, -0.278, 5.612], [15.568, -5.846, 11.649], [15.844, -4.239, 12.426], [16.773, -4.653, 10.916], [13.482, -3.870, 12.185], [11.855, -2.723, 10.704], [14.345, -3.579, 7.287], [16.047, -4.695, 8.936], [11.658, -0.746, 9.409], [10.032, 0.464, 7.916], [10.163, -2.587, 5.148], [11.888, -3.896, 6.461], [8.305, -0.892, 5.490], [9.682, -0.114, 4.650], [8.876, 0.688, 6.004], [-5.662, -3.988, -5.141], [-4.847, -4.859, -4.251], [-5.331, -6.107, -3.842], [-4.604, -6.856, -2.859], [-3.363, -6.387, -2.348], [-2.984, -5.132, -2.788], [-3.657, -4.430, -3.806], [-2.517, -7.180, -1.381], [-2.197, -8.506, -1.508], [-1.423, -9.146, -0.596], [-0.984, -8.500, 0.472], [-1.382, -7.215, 0.718], [-2.127, -6.485, -0.183], [-0.123, -9.142, 1.487], [-6.357, -4.653, -5.654], [-5.002, -3.381, -5.760], [-6.147, -3.287, -4.462], [-6.268, -6.396, -4.294], [-4.994, -7.792, -2.487], [-2.139, -4.704, -2.269], [-3.320, -3.494, -4.228], [-2.502, -9.067, -2.379], [-1.199, -10.188, -0.772], [-0.991, -6.895, 1.672], [-2.275, -5.434, 0.019], [-0.216, -8.813, 2.522], [0.886, -9.090, 1.076], [-0.418, -10.190, 1.540], [1.712, 8.959, -2.483], [0.355, 8.681, -2.098], [-0.129, 8.855, -0.794], [-1.462, 8.626, -0.510], [-2.368, 8.250, -1.521], [-1.833, 8.026, -2.835], [-0.508, 8.244, -3.075], [-3.845, 8.208, -1.271], [-4.598, 9.286, -0.699], [-5.990, 9.159, -0.600], [-6.663, 8.054, -0.944], [-5.976, 7.045, -1.476], [-4.602, 7.120, -1.729], [-8.133, 8.060, -0.947], [2.269, 9.156, -1.566], [1.751, 9.863, -3.090], [2.071, 8.058, -2.982], [0.580, 9.228, -0.070], [-1.893, 8.882, 0.446], [-2.518, 7.880, -3.657], [-0.140, 8.300, -4.089], [-4.187, 10.253, -0.449], [-6.651, 9.888, -0.155], [-6.521, 6.171, -1.803], [-4.083, 6.310, -2.221], [-8.526, 8.850, -1.587], [-8.490, 7.940, 0.076], [-8.416, 7.245, -1.613], [-7.345, -1.449, 0.132], [-6.013, -0.861, 0.056], [-5.663, -0.132, -1.054], [-4.330, 0.389, -1.090], [-3.399, 0.188, -0.028], [-3.817, -0.580, 1.049], [-5.115, -1.122, 1.066], [-2.015, 0.671, -0.233], [-1.215, 1.094, 0.836], [0.144, 1.396, 0.576], [0.684, 1.392, -0.643], [-0.149, 1.037, -1.700], [-1.459, 0.627, -1.535], [2.094, 1.761, -0.896], [-7.527, -1.713, 1.174], [-7.497, -2.257, -0.585], [-8.017, -0.663, -0.214], [-6.402, 0.053, -1.819], [-3.920, 0.910, -1.942], [-3.136, -0.857, 1.840], [-5.663, -1.476, 1.927], [-1.542, 1.274, 1.850], [0.804, 1.766, 1.347], [0.375, 1.038, -2.644], [-1.901, 0.232, -2.437], [2.089, 2.740, -1.375], [2.490, 1.090, -1.659], [2.632, 1.638, 0.043], [-11.287, -4.662, -4.293], [-12.462, -3.764, -4.535], [-13.121, -3.457, -3.219], [-13.200, -3.777, -5.820], [-11.586, -2.414, -4.689], [-12.151, -6.051, -4.693], [-12.160, -6.300, -6.108], [-13.219, -6.472, -3.773], [-11.048, -7.044, -4.149], [-10.343, 2.768, 0.376], [-9.911, 2.998, 1.834], [-10.001, 1.805, 2.694], [-10.066, 4.324, 2.523], [-8.386, 3.043, 1.522], [-11.926, 2.707, 0.820], [-12.649, 3.915, 1.002], [-12.315, 1.486, 1.558], [-12.344, 2.388, -0.678], [4.770, 3.005, -8.769], [6.220, 3.253, -7.909], [6.241, 2.950, -6.480], [7.177, 4.229, -8.409], [6.963, 1.916, -8.372], [4.083, 4.229, -8.256], [4.550, 5.483, -8.749], [3.443, 4.294, -6.977], [2.873, 4.046, -9.272], [10.614, -3.138, -3.169], [9.711, -1.764, -3.429], [10.365, -0.582, -3.945], [8.528, -1.623, -2.613], [8.995, -2.214, -4.818], [11.353, -2.583, -1.989], [10.824, -2.608, -0.661], [12.401, -1.630, -2.210], [12.342, -3.884, -1.800], [-7.287, -5.914, 4.558], [-5.888, -5.788, 5.459], [-4.707, -5.398, 4.712], [-5.802, -6.636, 6.631], [-6.333, -4.385, 6.039], [-6.827, -6.967, 3.514], [-6.377, -8.201, 4.114], [-6.321, -6.464, 2.207], [-8.360, -7.300, 3.182], [-3.679, 1.645, -6.824], [-2.425, 1.604, -7.967], [-1.214, 2.019, -7.375], [-2.671, 1.842, -9.371], [-2.276, -0.012, -7.996], [-4.164, 2.947, -7.341], [-5.037, 2.934, -8.459], [-3.414, 4.128, -7.022], [-5.329, 3.083, -6.198], [4.968, 6.788, 1.517], [4.874, 6.824, 3.015], [4.763, 8.159, 3.644], [5.282, 5.704, 3.861], [3.323, 6.427, 3.070], [6.648, 6.724, 1.542], [7.343, 5.492, 1.945], [7.277, 7.976, 1.931], [6.873, 6.729, -0.071]],
  "mulliken_charge": [-0.881, 0.055, -0.309, -0.648, 0.810, -0.747, -0.103, 0.953, -0.749, -0.245, 0.027, -0.343, -0.639, -0.911, 0.362, 0.380, 0.286, 0.437, 0.494, 0.505, 0.404, 0.414, 0.395, 0.492, 0.471, 0.361, 0.405, 0.322, -0.786, 0.037, -0.317, -0.693, 0.815, -0.736, -0.356, 0.767, -0.577, -0.201, 0.057, -0.296, -0.770, -0.960, 0.285, 0.371, 0.355, 0.497, 0.534, 0.493, 0.510, 0.512, 0.430, 0.447, 0.486, 0.372, 0.360, 0.361, -0.881, 0.027, -0.133, -0.767, 0.790, -0.640, -0.471, 0.798, -0.660, -0.234, 0.033, -0.211, -0.871, -0.943, 0.298, 0.348, 0.423, 0.461, 0.508, 0.525, 0.496, 0.477, 0.508, 0.449, 0.537, 0.423, 0.383, 0.322, -0.877, 0.095, -0.629, -0.982, 1.094, -0.779, -0.343, 0.895, -0.804, -0.123, 0.057, -0.548, -0.831, -0.805, 0.311, 0.343, 0.415, 0.673, 0.728, 0.522, 0.473, 0.543, 0.447, 0.522, 0.559, 0.357, 0.361, 0.317, -0.269, 1.062, -0.601, -0.559, -0.320, 1.062, -0.541, -0.554, -0.278, -0.253, 1.089, -0.595, -0.647, -0.286, 1.060, -0.553, -0.543, -0.269, -0.212, 1.061, -0.579, -0.551, -0.277, 1.067, -0.595, -0.603, -0.312, -0.208, 1.082, -0.517, -0.585, -0.297, 1.097, -0.630, -0.571, -0.370, -0.268, 1.051, -0.581, -0.551, -0.260, 1.025, -0.569, -0.561, -0.283, -0.273, 1.085, -0.514, -0.516, -0.304, 1.055, -0.559, -0.594, -0.378, -0.207, 1.035, -0.602, -0.585, -0.345, 1.062, -0.539, -0.542, -0.276],
  "e_lumo_ev": -6.9,
  "total_charge": 1,
  "multiplicity": 1,
  "total_energy_ev": -320062.693
}

=====

4.
{
  "formula": "C30H27IrN2P2S",
  "method": "ωB97M-V with the def2-TZVPD basis set",
  "symbols": ["Ir", "C", "N", "P", "C", "C", "C", "C", "C", "C", "C", "C", "C", "C", "C", "C", "P", "C", "C", "C", "C", "C", "C", "C", "C", "C", "C", "C", "C", "H", "H", "H", "H", "H", "H", "H", "H", "H", "H", "H", "H", "H", "H", "H", "H", "H", "H", "H", "H", "H", "H", "H", "S", "C", "C", "C", "C", "C", "N", "H", "H", "H", "H"],
  "coordinates": [[-0.222, 0.469, -0.443], [-3.951, 0.372, 1.383], [-2.815, -0.353, 0.731], [-2.502, 0.020, -0.899], [-3.896, -0.312, -1.926], [-4.802, 0.707, -2.247], [-5.921, 0.395, -2.997], [-6.134, -0.914, -3.420], [-5.233, -1.924, -3.099], [-4.107, -1.629, -2.354], [-2.015, 1.740, -0.936], [-1.996, 2.445, -2.185], [-1.488, 3.706, -2.242], [-0.932, 4.321, -1.087], [-0.884, 3.661, 0.108], [-1.421, 2.355, 0.209], [-1.722, -1.272, 1.661], [-2.394, -1.518, 3.271], [-3.652, -2.127, 3.418], [-4.138, -2.355, 4.690], [-3.386, -1.977, 5.801], [-2.145, -1.374, 5.652], [-1.638, -1.139, 4.384], [-1.130, -2.760, 0.895], [-1.358, -3.985, 1.542], [-0.831, -5.143, 0.996], [-0.056, -5.089, -0.155], [0.214, -3.869, -0.775], [-0.307, -2.713, -0.234], [-4.074, 1.345, 0.910], [-3.748, 0.508, 2.442], [-4.862, -0.212, 1.261], [-4.646, 1.726, -1.911], [-6.631, 1.170, -3.252], [-7.013, -1.147, -4.006], [-5.408, -2.935, -3.440], [-3.396, -2.412, -2.114], [-2.422, 1.979, -3.066], [-1.514, 4.257, -3.173], [-0.555, 5.333, -1.160], [-0.483, 4.134, 0.993], [-1.569, 1.940, 1.202], [-4.230, -2.436, 2.554], [-5.099, -2.832, 4.824], [-3.776, -2.160, 6.793], [-1.570, -1.088, 6.523], [-0.666, -0.676, 4.265], [-1.946, -4.036, 2.448], [-1.018, -6.092, 1.480], [0.362, -6.000, -0.562], [0.846, -3.829, -1.651], [-0.064, -1.741, -0.669], [1.763, 0.562, 0.572], [2.317, 1.119, -1.040], [3.526, 1.469, -1.584], [3.518, 1.829, -2.932], [2.340, 1.812, -3.665], [1.155, 1.448, -3.049], [1.176, 1.132, -1.750], [4.431, 1.454, -0.994], [4.444, 2.116, -3.415], [2.333, 2.078, -4.712], [0.209, 1.398, -3.565]],
  "nbo_charge": [0.599, -0.433, -1.020, 1.359, -0.485, -0.116, -0.207, -0.112, -0.175, -0.163, -0.455, -0.148, -0.176, -0.108, -0.196, -0.198, 1.502, -0.525, -0.127, -0.205, -0.113, -0.187, -0.146, -0.396, -0.171, -0.174, -0.108, -0.190, -0.177, 0.226, 0.253, 0.252, 0.218, 0.257, 0.257, 0.255, 0.231, 0.244, 0.262, 0.264, 0.264, 0.252, 0.219, 0.257, 0.258, 0.258, 0.234, 0.245, 0.259, 0.258, 0.249, 0.171, 0.136, 0.077, -0.219, -0.070, -0.228, 0.079, -0.422, 0.278, 0.270, 0.271, 0.235],
  "e_lumo_ev": [-10.9, -11.5],
  "total_charge": 3,
  "s_squared": 0.760,
  "multiplicity": 2,
  "total_energy_ev": -66752.058
}

=====

5.
{
  "formula": "C4H5NO",
  "method": "ωB97M-V with the def2-TZVPD basis set",
  "symbols": ["O", "C", "N", "C", "C", "C", "H", "H", "H", "H", "H"],
  "coordinates": [[-0.945, -2.392, -0.153], [-0.433, -1.276, -0.096], [-0.216, -0.607, -1.266], [0.314, 1.238, -0.478], [0.592, 0.663, 0.802], [0.069, -0.545, 1.066], [-1.080, -0.748, -1.820], [-0.662, 1.487, -0.820], [0.995, 2.068, -0.745], [1.314, 1.123, 1.473], [0.053, -1.011, 2.038]],
  "nbo_charge": [-0.607, 0.547, -0.597, -0.187, -0.221, -0.218, 0.383, 0.225, 0.216, 0.230, 0.229],
  "e_lumo_ev": [-0.7, -0.7],
  "multiplicity": 1,
  "total_energy_ev": -7763.499
}